# 1
{"formula": "C32H70N6", "method": "ωB97M-V/def2-TZVPD", "species": ["C", "C", "C", "N", "C", "H", "H", "H", "H", "H", "C", "C", "C", "N", "C", "H", "H", "H", "H", "H", "C", "C", "N", "C", "C", "C", "C", "H", "H", "H", "H", "H", "H", "H", "H", "H", "H", "H", "H", "H", "H", "H", "C", "C", "N", "C", "C", "C", "C", "H", "H", "H", "H", "H", "H", "H", "H", "H", "H", "H", "H", "H", "H", "H", "C", "C", "N", "C", "C", "C", "C", "H", "H", "H", "H", "H", "H", "H", "H", "H", "H", "H", "H", "H", "H", "H", "C", "C", "N", "C", "C", "C", "C", "H", "H", "H", "H", "H", "H", "H", "H", "H", "H", "H", "H", "H", "H", "H"], "coordinates": [[-10.964842, 10.086710, 13.711512], [-10.268402, 9.394526, 12.652092], [-10.546847, 8.030675, 12.823923], [-11.538533, 7.964026, 13.772380], [-11.675092, 9.158413, 14.476847], [-10.812388, 11.154131, 13.772994], [-9.679469, 9.876347, 11.885669], [-10.405186, 7.126145, 12.251074], [-12.071444, 7.146827, 14.033725], [-12.335754, 9.165688, 15.331172], [-5.639174, 7.115709, 17.796510], [-6.860274, 7.467692, 18.425909], [-7.639940, 8.055356, 17.488582], [-6.979593, 8.031967, 16.279750], [-5.762149, 7.439553, 16.432253], [-4.797436, 6.553777, 18.173471], [-7.016267, 7.342663, 19.487245], [-8.657331, 8.405003, 17.583751], [-7.349988, 8.384341, 15.408696], [-5.124597, 7.351660, 15.564964], [-1.997290, -1.749653, 14.529427], [-1.483415, -0.402844, 15.008326], [-2.018592, 0.816606, 14.270145], [-1.380630, 0.821241, 12.968761], [-0.167458, 1.779482, 12.961618], [-3.455887, 0.765034, 14.109227], [-3.952982, 2.178089, 13.889054], [-3.051835, -1.826010, 14.794406], [-1.566825, -2.520639, 15.168479], [-1.799601, -1.915226, 13.470364], [-1.724631, -0.272844, 16.063323], [-0.393793, -0.412738, 14.981473], [-1.080118, -0.169036, 12.626497], [-2.065595, 0.908252, 12.125337], [-0.392952, 2.785826, 13.314488], [0.600539, 1.356381, 13.609138], [0.216200, 2.007270, 11.967129], [-3.975317, 0.421592, 15.003838], [-3.903223, 0.092431, 13.377388], [-3.649807, 2.529291, 12.902734], [-3.557052, 2.802898, 14.689650], [-5.039239, 2.168919, 13.978921], [-4.335838, 10.109392, 24.265859], [-3.048819, 9.799901, 23.582442], [-2.614244, 10.624776, 22.421542], [-3.699382, 10.947216, 21.401531], [-3.331016, 12.091620, 20.467338], [-1.555174, 10.018139, 21.518285], [-0.301072, 9.826826, 22.293875], [-4.199880, 11.057496, 24.786179], [-4.614477, 9.459532, 25.095407], [-5.272588, 10.030453, 23.714170], [-2.199777, 9.694255, 24.257769], [-3.165390, 8.789204, 23.191293], [-4.550904, 11.228194, 22.021266], [-3.884171, 10.013559, 20.870267], [-2.871099, 11.906969, 19.496522], [-2.674906, 12.816115, 20.949742], [-4.248917, 12.644238, 20.266909], [-1.766568, 9.097966, 20.973601], [-1.275709, 10.758361, 20.768566], [-0.098446, 10.814753, 22.707443], [-0.409837, 9.039070, 23.039343], [0.367981, 9.452382, 21.519109], [-0.732520, 11.445165, 8.108542], [-0.721243, 9.810758, 8.519788], [-1.200635, 9.349684, 9.832691], [-2.619404, 9.568868, 10.055031], [-3.143468, 9.158406, 11.454920], [-0.594708, 7.980846, 10.164867], [-1.302913, 6.788597, 9.469261], [-1.699447, 11.921586, 7.946733], [-0.129772, 11.566087, 7.208443], [-0.375253, 12.067569, 8.928965], [-1.263726, 9.319019, 7.712323], [0.299696, 9.432993, 8.464305], [-2.836590, 10.627862, 9.915557], [-3.187483, 8.972387, 9.341171], [-4.214028, 9.332710, 11.562693], [-3.208403, 8.071010, 11.493151], [-2.493966, 9.463935, 12.275217], [-0.672449, 7.787028, 11.234674], [0.466618, 7.911823, 9.926288], [-2.303308, 6.740923, 9.899422], [-1.032343, 5.773509, 9.759935], [-1.454220, 6.985842, 8.407986], [-14.691863, 7.665397, 18.999118], [-14.094169, 6.294822, 18.606177], [-15.124566, 5.343008, 17.998484], [-14.544024, 4.036923, 17.842367], [-15.621201, 3.024479, 17.566800], [-15.904577, 5.786209, 16.866438], [-17.371443, 5.751792, 17.406975], [-14.017950, 8.351425, 19.512268], [-15.509524, 7.532011, 19.707462], [-15.050546, 8.266450, 18.163561], [-13.117717, 6.391767, 18.131589], [-13.850047, 5.837548, 19.565039], [-13.818494, 4.000889, 17.029726], [-14.224271, 3.758794, 18.846614], [-16.045639, 3.245163, 16.587394], [-15.319488, 2.006194, 17.321498], [-16.359145, 3.051850, 18.368548], [-15.777164, 5.117954, 16.014788], [-15.560576, 6.740499, 16.467592], [-17.731227, 4.748751, 17.636274], [-18.083906, 6.141176, 16.679736], [-17.482176, 6.198689, 18.394966]], "atomic_forces_ev_per_a": [[0.6, -0.5, -0.3], [-0.5, -1.1, 1.2], [-1.7, 1.1, -0.7], [0.6, 0.1, 1.8], [0.2, -0.1, -2.3], [-0.4, 0.0, 0.7], [0.1, -0.2, 0.2], [0.4, 0.3, -0.2], [0.5, 0.0, -0.1], [0.1, 0.4, -0.1], [0.3, -0.4, -2.1], [1.3, -0.1, 0.5], [-0.9, 0.2, -0.6], [-0.5, 0.1, 0.3], [-0.1, 0.1, 1.3], [-0.1, 0.2, 0.3], [-0.4, 0.1, -0.2], [0.2, 0.2, -0.2], [0.0, -0.1, 0.3], [0.2, -0.1, 0.3], [-0.3, 0.2, 0.8], [-0.4, 0.9, 0.1], [0.5, -2.6, 0.1], [0.9, 0.5, -1.1], [-0.5, 0.1, -0.4], [-1.0, 0.7, 1.0], [-0.3, -0.2, 0.0], [-0.2, 0.0, -0.6], [0.4, -0.2, -0.4], [-0.2, -0.3, 0.2], [-0.2, 0.0, 0.1], [0.1, 0.4, -0.3], [0.8, -0.5, 0.7], [-0.5, 1.4, 0.2], [-0.4, -0.2, 0.5], [0.2, 0.1, -0.2], [0.3, -0.7, -0.2], [0.5, -0.1, 0.6], [0.6, -0.2, -0.7], [-0.1, 0.3, 0.1], [0.1, 0.2, -0.2], [-0.1, 0.2, -0.3], [-0.6, 1.0, 1.4], [0.8, -1.9, -2.1], [-0.3, 0.5, -2.5], [0.9, -0.4, 1.9], [-0.3, 0.8, 0.1], [-0.3, 0.9, 1.8], [0.0, -0.6, -0.3], [-0.6, 0.5, -0.3], [0.9, -0.6, 0.1], [0.4, 0.6, -0.7], [-0.2, 0.5, 0.3], [0.0, -0.7, -0.1], [-0.3, 0.0, -0.5], [-0.6, 0.0, -0.3], [-0.1, -0.7, 0.1], [0.0, -0.1, 0.3], [-0.1, 0.0, -0.2], [-0.9, -0.3, 0.1], [-0.6, 0.1, -0.1], [0.8, -0.4, 0.2], [0.2, 0.2, 0.2], [0.9, 0.3, 0.5], [-0.2, -1.9, 1.5], [-0.3, 1.7, -0.3], [1.7, -0.3, 0.3], [-0.1, -0.6, 0.8], [0.3, -1.2, -0.8], [-1.3, -0.1, -0.3], [-1.4, 0.8, 0.7], [-0.4, -0.8, -0.4], [0.0, 0.0, 0.2], [0.7, -0.3, 0.0], [-0.3, -0.1, -0.3], [0.1, 0.5, -0.2], [0.1, 0.0, -0.3], [-0.5, 0.1, -0.4], [0.2, 1.1, 0.2], [0.6, -0.3, 0.1], [-0.4, 0.4, 0.0], [0.0, 0.4, 0.1], [0.0, 0.8, -0.1], [-0.5, 0.4, -0.2], [1.1, 0.1, -0.5], [0.4, -0.5, -0.1], [-0.2, 0.0, -0.3], [-1.6, -0.1, 0.8], [2.3, 1.5, 0.9], [-0.8, -0.7, 0.7], [-0.6, -0.4, -1.3], [-1.0, -0.1, 0.9], [-0.1, 0.0, -0.9], [0.6, -0.4, 0.0], [-0.2, -0.2, -0.2], [-0.2, -0.2, -0.2], [-0.1, 0.0, -0.9], [0.1, -0.3, 0.0], [0.7, -0.1, 0.2], [1.2, 0.1, -0.3], [-0.8, 0.4, 0.2], [0.7, -0.1, 0.9], [-0.1, -0.2, -0.3], [-0.1, -0.2, 0.0], [-0.3, 0.4, 0.4], [0.5, -0.4, -0.4], [-0.1, 0.4, 0.1], [0.3, 0.7, -0.3]], "total_energy_ha": -1589.55717, "e_homo_ev": -8.138, "lumo_energy_ev": 0.38, "orbital_gap_ev": 8.522}

# 2
{"formula": "C32H70NO8", "method": "ωB97M-V/def2-TZVPD", "species": ["C", "C", "O", "C", "C", "O", "C", "C", "O", "C", "C", "C", "C", "N", "C", "C", "H", "H", "H", "H", "H", "H", "H", "H", "H", "H", "H", "H", "H", "H", "H", "H", "H", "H", "H", "H", "C", "C", "O", "C", "C", "H", "H", "H", "H", "H", "H", "H", "H", "H", "H", "C", "C", "O", "C", "C", "H", "H", "H", "H", "H", "H", "H", "H", "H", "H", "C", "C", "O", "C", "C", "H", "H", "H", "H", "H", "H", "H", "H", "H", "H", "C", "C", "O", "C", "C", "H", "H", "H", "H", "H", "H", "H", "H", "H", "H", "C", "C", "O", "C", "C", "H", "H", "H", "H", "H", "H", "H", "H", "H", "H"], "coordinates": [[2.990236, -0.640674, 3.095886], [3.402158, -0.399211, 1.640421], [3.261410, 0.976289, 1.355454], [3.339546, 1.250546, -0.024919], [3.347047, 2.744084, -0.222820], [2.119931, 3.279863, 0.270341], [2.266686, 4.008484, 1.472441], [0.871494, 4.344224, 1.933193], [0.213239, 3.103426, 2.105462], [-1.086389, 3.165948, 2.609467], [-1.872396, 2.058218, 1.963969], [-1.182791, 1.027362, 1.334188], [-1.907378, 0.019628, 0.719541], [-3.248174, 0.049619, 0.740358], [-3.935456, 1.025911, 1.351413], [-3.264747, 2.058584, 1.975528], [2.788538, 0.313727, 3.570387], [2.076041, -1.224392, 3.162300], [3.763243, -1.162015, 3.647425], [2.771117, -1.006149, 0.987698], [4.438345, -0.708914, 1.511560], [4.248600, 0.830432, -0.462578], [2.452548, 0.870532, -0.539539], [3.420967, 2.956320, -1.285940], [4.187806, 3.205437, 0.289932], [2.709875, 3.369372, 2.236116], [2.848815, 4.915965, 1.315077], [0.385108, 4.973003, 1.182392], [0.898250, 4.897644, 2.873890], [-1.085710, 3.014860, 3.692889], [-1.579788, 4.117515, 2.406415], [-0.108234, 0.986130, 1.299970], [-1.396174, -0.793081, 0.233228], [-3.759907, -0.690264, 0.278742], [-5.009873, 0.968643, 1.343296], [-3.817216, 2.841562, 2.470612], [6.910567, 3.808535, -4.910663], [6.743406, 2.422265, -4.313062], [5.525408, 2.242524, -3.608798], [4.342442, 2.401671, -4.367185], [4.205302, 1.423648, -5.522071], [6.782558, 4.573474, -4.143632], [7.905022, 3.910998, -5.344509], [6.183586, 4.003920, -5.700517], [7.528698, 2.246651, -3.578205], [6.856547, 1.652866, -5.084441], [4.248701, 3.433940, -4.723056], [3.525116, 2.239244, -3.661436], [4.960717, 1.592718, -6.290051], [3.226849, 1.531042, -5.991378], [4.316386, 0.397043, -5.168682], [2.249260, -1.561499, -2.642723], [3.366524, -2.590866, -2.622560], [3.200983, -3.587318, -1.633198], [2.037255, -4.387057, -1.751843], [1.951603, -5.169220, -3.049629], [2.122391, -1.128434, -1.648744], [2.482615, -0.761817, -3.347547], [1.294954, -2.000425, -2.941307], [4.308494, -2.096582, -2.382970], [3.491378, -3.043365, -3.612303], [1.136772, -3.774642, -1.614124], [2.075866, -5.079171, -0.910383], [1.841923, -4.513295, -3.914102], [1.088644, -5.833797, -3.035023], [2.853733, -5.764539, -3.195977], [-3.300298, 6.058520, 5.249818], [-4.529966, 5.529842, 4.531200], [-4.849020, 4.184540, 4.848735], [-5.146997, 3.924691, 6.213559], [-6.343316, 4.696898, 6.739376], [-2.444381, 5.401190, 5.082759], [-3.052668, 7.055373, 4.885229], [-3.456647, 6.129912, 6.326281], [-4.352083, 5.539742, 3.453872], [-5.391305, 6.180280, 4.711153], [-4.265185, 4.105152, 6.837498], [-5.354106, 2.855565, 6.264900], [-6.154705, 5.770801, 6.769998], [-6.579294, 4.374424, 7.752990], [-7.215324, 4.529975, 6.106069], [-1.731703, -3.202785, -6.320739], [-0.626850, -4.246159, -6.304626], [-0.794904, -5.246398, -5.318361], [-1.965266, -6.037533, -5.427954], [-2.062172, -6.820031, -6.726081], [-1.855746, -2.763638, -5.329040], [-1.488248, -2.409562, -7.027995], [-2.690802, -3.628630, -6.618390], [0.322294, -3.763472, -6.067364], [-0.510427, -4.698161, -7.295421], [-2.860118, -5.421274, -5.281621], [-1.922518, -6.732327, -4.588847], [-2.175397, -6.164081, -7.590508], [-2.926192, -7.483924, -6.699712], [-1.163748, -7.419031, -6.878272], [-3.994225, -4.385144, 5.552954], [-3.242696, -4.466690, 4.236409], [-3.644268, -3.490883, 3.283776], [-3.466046, -2.146324, 3.663686], [-2.020352, -1.761212, 3.937304], [-5.070621, -4.421122, 5.381741], [-3.714128, -5.220093, 6.194158], [-3.773418, -3.464062, 6.095401], [-3.441232, -5.426845, 3.762489], [-2.161397, -4.415576, 4.402979], [-4.098446, -1.896149, 4.523018], [-3.844507, -1.562191, 2.821824], [-1.625483, -2.266998, 4.817769], [-1.943186, -0.685991, 4.113524], [-1.383371, -2.027762, 3.090789]], "atomic_forces_ev_per_a": [[-0.1, 0.0, -0.3], [-0.1, -0.2, 0.8], [-0.1, 0.0, -0.1], [0.1, 0.4, 0.1], [-0.4, -0.1, 0.3], [0.3, 0.3, -0.3], [-0.5, -0.5, 0.0], [0.3, 0.2, 0.0], [-0.2, 0.0, 0.1], [0.1, -0.2, -0.2], [0.3, 0.3, 0.1], [-0.7, -0.7, -0.4], [0.6, 0.6, 0.5], [0.1, -0.1, -0.1], [0.1, 0.6, 0.4], [-0.1, -0.6, -0.2], [0.1, 0.2, 0.1], [-0.1, -0.1, 0.0], [0.1, 0.0, 0.1], [0.0, 0.0, -0.3], [0.2, 0.0, -0.3], [0.0, -0.2, -0.1], [0.0, -0.3, -0.1], [0.0, 0.1, -0.2], [0.2, 0.0, 0.0], [0.3, 0.0, 0.1], [0.1, 0.1, 0.1], [-0.3, -0.1, -0.1], [0.1, 0.1, 0.1], [-0.1, 0.0, 0.2], [0.0, 0.2, -0.1], [0.2, 0.2, 0.1], [-0.3, -0.2, -0.2], [0.0, -0.1, 0.0], [-0.1, -0.1, -0.1], [-0.1, 0.1, 0.1], [-0.2, 0.0, 0.0], [0.1, 0.0, -0.1], [-0.1, -0.1, 0.2], [-0.1, 0.0, -0.1], [0.1, 0.0, 0.0], [0.0, 0.0, 0.0], [0.0, 0.0, 0.0], [0.0, 0.0, 0.0], [-0.1, 0.0, 0.1], [0.0, 0.0, 0.0], [0.0, 0.0, 0.0], [0.0, 0.0, 0.0], [0.0, 0.0, 0.0], [0.0, 0.0, 0.0], [0.0, 0.0, 0.0], [-0.1, -0.1, 0.0], [0.0, 0.1, -0.1], [0.1, 0.0, 0.1], [-0.1, -0.1, 0.0], [0.1, 0.1, -0.1], [0.0, 0.0, 0.0], [0.0, 0.0, 0.0], [0.0, 0.0, -0.1], [0.0, 0.0, 0.0], [-0.1, 0.0, 0.0], [0.0, 0.0, 0.0], [0.1, 0.0, 0.0], [-0.1, 0.0, 0.0], [0.0, 0.0, 0.0], [0.0, 0.0, 0.0], [0.0, -0.1, 0.1], [0.0, 0.1, 0.0], [0.1, -0.2, -0.3], [-0.1, 0.0, 0.2], [0.0, 0.1, -0.1], [0.0, 0.0, 0.0], [0.0, 0.0, 0.0], [0.0, 0.0, 0.0], [0.0, -0.1, 0.0], [0.0, 0.0, 0.0], [0.0, 0.0, 0.0], [0.0, 0.0, -0.1], [0.0, 0.0, 0.1], [0.0, 0.0, 0.0], [0.0, 0.0, 0.0], [-0.1, -0.1, 0.0], [0.0, 0.1, -0.1], [0.1, 0.0, 0.2], [-0.1, -0.1, 0.0], [0.1, 0.1, -0.1], [0.0, 0.0, 0.0], [0.0, 0.0, 0.0], [0.0, 0.0, 0.0], [0.0, -0.1, 0.0], [0.0, 0.0, 0.0], [0.0, 0.0, 0.0], [0.1, 0.0, 0.0], [-0.1, 0.0, 0.0], [0.0, 0.0, 0.0], [0.0, 0.0, 0.0], [0.0, 0.2, 0.0], [0.0, -0.1, 0.2], [0.0, 0.0, -0.2], [0.0, 0.1, 0.1], [0.0, 0.0, 0.0], [0.0, -0.1, 0.0], [0.0, 0.0, 0.0], [0.0, 0.0, 0.0], [0.0, 0.0, -0.1], [0.0, 0.0, 0.0], [0.0, 0.0, 0.0], [-0.1, 0.0, 0.0], [0.0, 0.0, 0.0], [0.0, 0.0, 0.0], [0.0, 0.0, 0.0]], "total_energy_ha": -1917.57909, "e_homo_ev": -11.250, "total_charge": 1, "lumo_energy_ev": -3.78, "orbital_gap_ev": 7.467}